Record 1
Formula: C33H83BN5O13
Source: the OMol25 dataset
Level of theory: the ωB97M-V functional and the def2-TZVPD basis

XYZ file:
```
135
Properties=species:S:1:pos:R:3
C 2.99 0.78 8.06
H 1.05 1.99 -5.88
H 1.11 2.49 3.48
H -0.96 0.42 -0.04
O 3.44 4.41 4.24
C -0.99 1.67 5.35
O 8.53 -6.94 1.09
H -2.77 0.25 -7.36
N -1.22 0.11 0.93
H 6.58 -7.54 1.29
H 0.19 -3.10 -0.14
H -0.59 0.46 -8.03
N 0.25 0.01 2.83
H -8.65 1.31 -6.80
C 6.20 2.26 7.33
H 2.45 1.53 7.47
C 4.79 4.68 3.90
H 0.15 0.86 -4.83
H -1.41 4.20 0.95
C 0.55 4.61 2.88
H -7.22 -2.19 -5.23
C 6.08 -4.81 -0.24
H -6.28 1.19 -0.54
H 6.44 -3.94 -0.80
H 5.82 -5.62 -0.93
H 1.33 4.52 1.98
C -6.53 2.31 1.58
H -6.01 -3.49 -5.15
H 7.04 1.68 7.73
H -0.17 -0.74 -6.79
C -6.23 -2.46 -4.86
H 3.75 1.28 8.67
N -0.67 2.38 2.11
H 7.58 -7.71 2.75
H -2.14 -2.90 -1.87
O -2.10 -0.04 -6.73
H 3.05 -0.62 1.87
C 0.42 1.91 -4.99
C -2.02 -2.91 -0.69
H -4.40 -1.86 -5.08
O -1.36 1.99 -9.85
H 7.79 -8.84 1.37
C 7.57 -7.81 1.66
H 2.29 0.25 8.72
C 0.81 -1.03 1.83
C 3.58 -3.28 3.35
H -2.10 -4.62 0.97
C -4.05 3.34 2.55
O 0.55 -2.81 3.87
H 3.50 -2.38 4.12
H 3.88 0.43 -1.82
H -3.49 1.53 -0.86
C -0.55 -1.25 0.96
C -5.48 1.50 -4.04
C -4.03 1.96 0.11
H -3.53 3.97 3.41
H 7.18 3.93 7.31
H -0.01 3.73 5.40
H -5.42 2.62 -2.46
H -5.43 0.57 -3.47
H -1.29 2.58 -0.01
H -6.13 1.37 -4.91
C -0.55 0.99 2.01
H -3.19 -4.87 -0.56
H -6.21 -2.37 -3.77
H 9.40 -7.20 1.44
H 6.86 -5.15 0.44
H 0.13 -3.70 3.68
C 2.75 0.48 -1.45
H 1.15 0.33 3.25
C 0.09 3.06 3.22
H 2.92 -0.57 6.67
H 4.26 -4.15 -0.13
N 2.55 -3.19 2.24
C -5.69 3.13 2.73
H 1.17 5.04 3.80
H -1.98 1.16 4.97
C -5.68 1.74 0.29
H 1.29 -5.06 2.17
H 2.11 0.87 1.22
C -8.54 2.17 -7.45
H -9.37 2.87 -7.29
H -0.09 -1.66 -1.33
H -2.35 0.47 -10.82
H 3.51 -4.28 3.94
H -1.45 1.60 -11.87
O 3.62 -0.14 7.20
H -6.24 3.60 3.68
B 1.32 -2.40 2.66
O 4.93 -4.45 0.51
O 1.14 2.38 -3.87
O -5.27 -1.59 -5.43
H 2.02 -4.36 0.48
H 5.42 4.61 4.79
H -8.55 1.85 -8.50
H 5.54 2.57 8.15
H -1.33 -5.18 -0.69
H 1.99 0.46 -2.34
H -1.21 -1.21 -8.16
C -0.73 3.13 4.66
C -3.17 2.79 1.28
H 5.13 3.96 3.15
H 3.41 3.51 4.60
O -3.16 -2.18 -0.07
H -2.99 2.11 -11.10
H 4.67 -3.19 2.87
C 2.20 -4.54 1.65
H -0.33 5.30 2.54
C 2.51 -0.74 -0.34
H 2.94 -1.92 -1.83
H 4.86 5.69 3.49
H -1.72 3.75 4.61
H -7.69 2.19 1.74
O 6.69 3.40 6.66
H 5.64 1.64 6.63
H -7.33 3.10 -6.26
C -0.56 -2.20 -0.37
H -3.95 -2.37 -0.66
C -0.95 -0.40 -7.48
H 3.18 -5.20 1.72
C -1.54 3.04 1.06
H -0.05 0.97 5.29
H -0.49 2.50 -5.12
H -1.14 2.92 -10.02
H -1.17 1.88 6.51
H -4.48 1.79 -4.38
H 1.36 3.31 -4.04
O -6.02 2.52 -3.22
H 2.69 1.52 -0.85
O -7.31 2.82 -7.19
C 2.12 -0.30 1.19
N 2.68 -2.02 -0.81
C -2.13 -4.47 -0.20
C -2.08 1.52 -10.98
H -1.24 -1.88 1.70
```

Properties
- HOMO-LUMO gap: 7.9 eV
- Lowest unoccupied orbital energy: -0.101 Ha
- Maximum force: 5.2 eV/Å
- Total charge: +1
- DFT total energy: -2582.92842 Eh

Record 2
Formula: C33H84O11S
Source: the OMol25 dataset
Level of theory: the ωB97M-V functional and the def2-TZVPD basis

XYZ file:
```
129
Properties=species:S:1:pos:R:3
H -13.01 0.80 4.98
H -4.91 -1.95 3.24
O -3.86 -0.04 -1.34
H -10.60 -0.07 3.29
H 1.22 -4.17 -4.57
C -2.02 -0.43 0.16
H -12.86 2.07 2.82
H 1.43 -1.29 5.34
H 6.20 2.25 2.25
H 9.47 0.81 -6.72
H 3.03 -4.30 3.70
H 5.53 0.09 -4.55
O -11.10 1.25 5.57
C 2.99 -2.17 4.12
C -11.59 -0.22 3.73
H 2.53 -3.29 2.32
H 3.16 -2.99 -5.40
H 4.62 1.03 -1.66
H -3.37 0.72 -1.71
H 3.51 -0.87 -2.73
C 5.55 3.55 -1.00
C 4.79 0.75 -3.92
C -3.91 1.10 0.78
H 2.19 1.34 -0.82
C -6.01 -3.56 3.06
H -1.44 0.39 -0.28
H -12.45 3.10 4.21
C 5.69 1.37 2.67
H -7.63 -0.40 6.24
C -5.58 0.19 5.96
H 9.04 1.41 -5.12
H 4.62 1.75 -4.53
C 7.58 -0.16 2.05
C 5.89 2.81 -2.46
O 5.74 0.23 0.55
C 8.91 -0.74 -5.31
C -12.03 1.00 4.52
C -7.47 1.72 6.58
H 3.04 -0.53 -4.61
H -11.17 2.47 3.18
H -10.24 1.43 5.16
H 7.86 -1.07 1.50
H 1.60 -0.30 -1.53
O -7.42 0.59 4.46
H -6.93 1.34 4.10
H 10.61 0.61 -5.37
H 6.23 0.99 0.18
H -5.71 -3.56 0.92
H 2.18 -3.37 -8.14
H 5.53 -0.75 2.32
H 5.25 3.41 -3.25
H -4.07 -1.02 0.43
H 5.93 1.30 3.73
H -3.40 1.97 0.36
H -12.29 -0.46 2.93
H 1.46 1.23 -4.06
H -8.55 1.91 6.47
H 4.43 3.28 -0.67
H 5.54 4.71 -1.21
H 6.35 3.22 -0.21
C 5.47 1.20 -2.47
C -7.07 0.46 5.84
H -11.51 -1.10 4.39
C 0.79 5.94 -3.26
H 1.97 4.12 -3.97
H 9.11 -2.84 -5.79
H -5.00 1.02 5.52
H -6.60 -2.16 1.51
H 0.56 6.39 -4.32
C 0.65 -3.36 -5.03
H 8.96 -0.91 -4.23
H 10.65 -1.95 -5.77
H -7.23 1.65 7.64
H 9.51 -1.76 -7.12
H -0.13 6.24 -2.56
O 7.53 -0.71 -5.67
H -5.84 -4.64 3.16
C -12.14 2.22 3.63
C 3.37 -0.05 -3.58
C 6.09 0.10 1.92
H -5.30 -0.71 5.41
O 1.26 3.85 -1.86
H 2.61 -0.90 2.68
H 7.88 -0.28 3.09
C 1.55 0.88 -1.71
H -1.74 -1.34 -0.39
H 0.84 -2.05 3.86
H 1.35 -3.06 5.23
O -4.77 -2.91 3.32
C 9.59 -1.88 -6.04
H 0.68 -4.21 -7.67
O -0.24 3.15 0.13
H -7.19 -2.03 4.04
C 1.57 -2.15 4.67
O 2.64 -2.25 -5.77
H -7.41 -3.74 1.41
C 9.55 0.60 -5.65
C 3.20 -3.35 3.19
H 2.86 2.13 -3.10
H -0.33 -3.76 -5.34
H 7.03 2.94 -2.75
H 1.72 6.53 -2.83
H 3.70 -2.22 4.95
H -1.72 -0.55 1.20
O 0.13 1.25 -1.68
C 1.39 -2.77 -6.21
H 8.16 0.66 1.61
C 1.63 -3.81 -7.30
O 3.24 -0.95 3.42
H -5.28 0.07 7.00
S -0.10 2.92 -1.42
H -6.96 2.60 6.16
H -6.70 -3.34 5.10
C -7.04 -3.11 4.09
H 0.82 -1.93 -6.63
C -3.51 -0.17 0.03
H -3.67 1.02 1.84
H -8.00 -3.61 3.93
H 2.24 -4.63 -6.92
H 7.47 -0.56 -6.63
C 1.03 4.30 -3.27
H 4.61 1.55 2.56
C 2.26 1.10 -3.20
C -6.47 -3.24 1.65
H 0.49 -2.61 -4.25
H 6.40 0.54 -2.19
H 4.22 -3.34 2.79
H 0.12 3.72 -3.77
H -4.99 1.28 0.67
```

Properties
- HOMO-LUMO gap: 10.4 eV
- Lowest unoccupied orbital energy: 0.021 Ha
- Maximum force: 5.8 eV/Å
- DFT total energy: -2533.29727 Eh
- ΔE to the lowest compared entry with this formula, charge and spin: 5.805 eV